# 1
Entry from the Open Molecules 2025 dataset: C14H30Br2FO6PSi2 as an isolated structure (ωB97M-V/def2-TZVPD).

ORCA input file:
```
! RIJCOSX wB97M-V def2-TZVPD def2/J DEFGRID3
* xyz 0 1
C -1.18622 -3.22398 1.07335
C -0.91954 -1.70373 0.53471
C -0.30948 -0.65204 1.62303
F -0.58320 -1.02589 3.06119
Si 1.56171 -0.19555 1.35811
C 2.28686 -0.71907 -0.33768
O 3.74342 -1.01535 -0.12702
O 4.29008 0.17325 0.02174
O 1.83629 1.42414 1.87952
Si 1.37576 2.72062 0.88699
Br 3.30046 4.01716 0.58973
C 0.67900 2.46704 -0.85481
C -0.72944 1.63865 -0.99490
C -1.41524 2.04919 -2.46430
C -1.19245 0.88585 -3.61521
O -1.62871 -0.46025 -3.21333
C -2.85471 -0.88389 -3.90937
C -4.19334 -1.11467 -2.93362
O -2.89513 -1.11497 -5.22888
P 0.04580 4.05860 2.09654
C -1.74406 3.40863 2.14206
O -0.04126 5.54119 1.13369
C 2.51636 -1.31551 2.66861
Br 2.34622 -0.49718 4.53012
C 2.05164 -2.88315 2.64431
C 2.42797 -3.70264 1.26823
H -2.25409 -3.55272 0.65390
H -0.43205 -4.03235 0.67017
H -1.24768 -3.34992 2.23369
H -1.98525 -1.27324 0.21014
H -0.30988 -1.79631 -0.47209
H -0.90575 0.37179 1.47635
H 1.84294 -1.71906 -0.79049
H 2.25144 0.07700 -1.18837
H 5.12521 0.10293 0.58174
H 0.42977 3.55799 -1.27947
H 1.49834 2.06167 -1.62377
H -1.53727 1.88394 -0.18637
H -0.45193 0.50576 -1.09457
H -0.95590 3.05401 -2.89365
H -2.55214 2.24918 -2.26590
H -0.01172 0.81360 -3.77610
H -1.68145 1.17386 -4.64230
H -4.79785 -2.06633 -3.25472
H -4.80170 -0.11556 -2.99541
H -3.76895 -1.32100 -1.85619
H -2.49435 3.97108 1.42774
H -2.14885 3.61495 3.24509
H -1.87468 2.25981 1.96573
H -0.59069 5.38666 0.30147
H 3.69187 -1.31310 2.46360
H 0.92487 -3.08231 2.88742
H 2.66626 -3.42228 3.51512
H 3.55336 -3.50922 0.92552
H 1.67461 -3.54715 0.38487
H 2.37474 -4.86014 1.54397
*
```

Calculated values
Kohn-Sham gap: 8.82 eV
LUMO energy: 0.13 eV
Maximum force: 8.74 eV/Å
Highest occupied orbital energy: -8.692 eV
Energy relative to the best compared isomer or geometry (same formula, charge and spin): 182.55 kcal/mol

=====

# 2
Entry from the Open Molecules 2025 dataset: a 6-piece molecular cluster, C14H30Cl10NS overall (ωB97M-V/def2-TZVPD).

ORCA input file:
```
! RIJCOSX wB97M-V def2-TZVPD def2/J DEFGRID3
* xyz 1 1
C 1.14429 1.74219 -0.41994
S 0.67061 1.97552 -2.13256
N -0.95361 1.81364 -2.38908
C -1.70709 1.23770 -1.48450
C -1.38493 -0.10839 -0.93681
C -2.89710 1.97295 -0.99255
H 0.43800 1.15764 0.16050
H 2.10130 1.21905 -0.41356
H 1.25099 2.72644 0.02732
H 1.26818 0.89206 -2.70846
H -0.37105 -0.38944 -1.21692
H -2.10492 -0.85715 -1.27054
H -1.42085 -0.09190 0.15608
H -2.78434 2.07770 0.08821
H -3.83285 1.48389 -1.26604
H -2.90595 2.97119 -1.42143
Cl -5.78634 4.58186 -0.62666
C -7.07605 3.47496 -1.17139
C -7.38254 2.41628 -0.14465
Cl -6.02624 1.27005 0.04615
H -6.75912 3.03422 -2.11295
H -7.96358 4.07858 -1.35078
H -8.25000 1.83877 -0.45796
H -7.58772 2.84859 0.83076
Cl 3.13965 -2.15880 -0.82741
C 3.37961 -2.51978 -2.56137
C 4.21642 -1.47084 -3.25083
Cl 3.35563 0.09460 -3.34851
H 2.39726 -2.61060 -3.01787
H 3.88151 -3.48325 -2.62361
H 4.43632 -1.77994 -4.27040
H 5.15366 -1.29175 -2.73110
Cl 2.82429 -2.05027 2.83546
C 2.04865 -0.55060 2.28305
C 0.70482 -0.31492 2.92504
Cl -0.50248 -1.49440 2.34761
H 1.96228 -0.60282 1.19993
H 2.72523 0.26534 2.53499
H 0.33847 0.67515 2.65310
H 0.75143 -0.37659 4.00875
Cl 5.54472 0.09700 1.20465
C 6.26030 1.08102 2.50867
C 5.20169 1.76966 3.32968
Cl 4.33406 3.02838 2.40389
H 6.94446 1.78983 2.05021
H 6.83174 0.40972 3.14694
H 5.65934 2.25985 4.18654
H 4.46330 1.05860 3.69175
Cl -1.92037 -3.65442 -1.89634
C -1.35831 -4.16517 -0.27911
C -2.41648 -4.88764 0.51073
Cl -3.73779 -3.79611 1.00148
H -1.01979 -3.27758 0.24964
H -0.50404 -4.82043 -0.43922
H -1.97073 -5.27770 1.42419
H -2.84950 -5.71466 -0.04548
*
```

Calculated values
Kohn-Sham gap: 9.08 eV
LUMO energy: -3.75 eV
Maximum force: 1.95 eV/Å
Highest occupied orbital energy: -12.825 eV

=====

# 3
Entry from the Open Molecules 2025 dataset: C14H30CsO3S4 as an isolated structure (ωB97M-V/def2-TZVPD).

ORCA input file:
```
! RIJCOSX wB97M-V def2-TZVPD def2/J DEFGRID3
* xyz 1 1
Cs -0.91031 0.29365 0.26889
C 1.65653 -2.49135 2.49624
C 1.88184 -1.12591 3.15056
S 1.97898 0.27465 2.02341
C 3.52774 -0.04786 1.17875
C 3.67900 0.87356 -0.03259
S 2.47081 0.74636 -1.36191
C 2.89157 -0.85201 -2.08328
C 2.21171 -2.10411 -1.51484
S 0.43382 -1.99730 -1.71505
C -0.12003 -3.54501 -0.99245
C 0.39130 -3.86711 0.41730
S 0.06596 -2.58766 1.64714
H 1.75111 -3.26381 3.26051
H 2.44351 -2.68376 1.76434
H 2.79024 -1.18472 3.75489
H 1.08813 -0.90448 3.86720
H 3.60648 -1.08448 0.84820
H 4.37067 0.12118 1.85254
H 4.67758 0.73092 -0.45319
H 3.66891 1.92024 0.28261
H 3.97416 -0.97995 -2.00333
H 2.69508 -0.77841 -3.15451
H 2.48256 -2.20683 -0.46351
H 2.60787 -2.97590 -2.04143
H 0.13906 -4.39274 -1.63232
H -1.21285 -3.51755 -1.01424
H 1.46997 -4.03035 0.37407
H -0.02794 -4.82569 0.72509
C -2.61087 -0.29141 -3.05126
O -2.94647 -0.06409 -1.68299
C -3.70566 1.13082 -1.51841
C -4.27830 1.22899 -0.12309
O -3.30728 1.41807 0.91229
C -3.12464 2.73893 1.43555
C -2.01822 3.53107 0.78165
O -0.76025 2.91874 1.04908
C 0.35060 3.69774 0.61234
H -3.50687 -0.22099 -3.67152
H -1.87485 0.44308 -3.39453
H -2.18422 -1.28743 -3.12635
H -3.09444 2.00684 -1.76820
H -4.55688 1.11628 -2.20951
H -5.00014 2.05027 -0.08991
H -4.81533 0.30981 0.11189
H -4.06441 3.29303 1.35540
H -2.90388 2.62143 2.49660
H -2.16578 3.63120 -0.30140
H -2.03075 4.54227 1.20583
H 0.27380 4.71796 0.99547
H 1.24604 3.22758 1.01289
H 0.39531 3.72623 -0.48088
*
```

Calculated values
Kohn-Sham gap: 9.23 eV
LUMO energy: -1.97 eV
Maximum force: 0.90 eV/Å
Highest occupied orbital energy: -11.203 eV

=====

The highest highest occupied orbital energy belongs to which entry?
C14H30Br2FO6PSi2

=====

Which of these has the highest maximum force?
C14H30Br2FO6PSi2

=====

Kohn-Sham gap of number 2 (C14H30Cl10NS)?
9.08 eV